{"formula": "C4H8N3", "method": "ωB97M-V with the def2-TZVPD basis set", "symbols": ["C", "C", "C", "C", "N", "N", "N", "H", "H", "H", "H", "H", "H", "H", "H"], "coordinates": [[0.41714, -0.16219, 0.17429], [-2.05473, 1.32187, -0.74672], [-1.67155, -0.71198, 0.76840], [2.68154, 0.80446, -0.36293], [-1.41468, 0.40860, -0.20987], [1.34895, 0.35796, -0.35786], [-0.29931, -0.99881, 0.93895], [-1.56757, 2.03322, -1.40940], [-3.03546, 1.61050, -0.28284], [-2.21682, -0.36692, 1.75338], [-2.16146, -1.63342, 0.22215], [2.81519, 1.67763, 0.19833], [3.42711, 0.05748, -0.19429], [2.90594, 0.99733, -1.48755], [0.12224, -1.84058, 1.31746]], "atomic_forces_ev_per_a": [[1.4, 1.0, -1.4], [-1.9, 1.6, 1.9], [-2.9, 0.2, -0.4], [1.0, -0.1, -4.5], [1.5, -2.4, 0.5], [-2.6, -2.0, 2.2], [2.1, 0.1, 0.2], [0.1, -0.3, -0.2], [0.3, -0.4, -1.1], [0.9, -0.8, -2.0], [0.3, 2.1, 1.2], [0.2, 1.2, 0.8], [0.1, -0.8, 1.0], [-0.3, 0.4, 1.9], [-0.2, 0.2, 0.0]], "charge": 1, "de_lowest_kj_mol": 447.01, "e_tot_ha": -321.12105, "lumo_ev": -3.8}

{"formula": "C42H33AsCaFN4O4", "method": "ωB97M-V with the def2-TZVPD basis set", "symbols": ["Ca", "C", "C", "C", "C", "C", "C", "C", "F", "C", "C", "C", "O", "C", "C", "N", "C", "C", "O", "O", "H", "H", "H", "H", "H", "H", "H", "H", "H", "H", "H", "N", "C", "C", "C", "C", "C", "C", "C", "N", "C", "C", "N", "C", "H", "H", "H", "H", "H", "H", "H", "O", "As", "C", "C", "C", "C", "C", "C", "C", "C", "C", "C", "C", "C", "C", "C", "C", "C", "C", "C", "H", "H", "H", "H", "H", "H", "H", "H", "H", "H", "H", "H", "H", "H", "H"], "coordinates": [[0.69464, 0.63509, -0.95952], [2.46528, 3.13721, 5.83285], [0.97480, 3.30745, 5.57692], [0.50371, 4.67737, 6.03312], [-0.99030, 4.82450, 5.81850], [-1.33369, 4.56275, 4.37790], [-2.44028, 5.13936, 3.80401], [-2.75431, 4.89606, 2.46765], [-3.84768, 5.48260, 1.95808], [-1.98336, 4.09436, 1.68474], [-0.84483, 3.49626, 2.24581], [-0.02997, 2.63110, 1.41146], [-0.31788, 2.40189, 0.20488], [1.08154, 2.03091, 2.06744], [1.35141, 2.28474, 3.37241], [0.62478, 3.12275, 4.13740], [-0.51044, 3.72521, 3.59122], [1.80574, 1.06900, 1.16528], [1.41105, -0.13093, 1.17883], [2.50701, 1.55974, 0.24927], [2.67444, 3.45715, 6.85265], [3.05024, 3.76051, 5.15466], [2.80255, 2.10586, 5.74921], [0.42455, 2.54764, 6.14186], [1.04816, 5.44854, 5.48015], [0.75227, 4.79022, 7.08807], [-1.33246, 5.81936, 6.10219], [-1.51984, 4.11232, 6.45920], [-3.07811, 5.79410, 4.38448], [-2.22381, 3.90703, 0.64818], [2.19102, 1.80781, 3.85177], [9.13829, -0.94385, -7.87825], [8.13630, -0.88152, -7.32125], [6.87829, -0.80370, -6.62273], [6.71558, 0.09020, -5.56986], [5.51038, 0.15970, -4.89786], [4.45655, -0.66419, -5.27380], [4.61435, -1.55549, -6.32477], [5.82111, -1.62509, -6.99699], [3.21141, -0.60122, -4.57443], [2.10069, -1.39529, -4.78470], [1.16958, -0.99367, -3.88695], [1.67475, 0.04441, -3.12652], [2.89701, 0.24271, -3.56530], [7.53625, 0.72938, -5.27576], [5.41367, 0.85715, -4.07961], [3.80820, -2.20223, -6.63586], [5.94443, -2.31987, -7.81585], [2.06112, -2.16284, -5.53301], [0.16954, -1.36400, -3.73675], [3.56915, 0.98548, -3.17389], [-1.09859, -0.61724, -1.04828], [-2.07297, -1.89191, -0.57288], [-2.93814, -1.36086, 1.04140], [-2.20893, -0.55196, 1.90734], [-2.78163, -0.15214, 3.10478], [-4.06779, -0.56252, 3.43180], [-4.78497, -1.37870, 2.56793], [-4.22116, -1.78206, 1.36569], [-1.05881, -3.47033, -0.23960], [0.30492, -3.33912, 0.00049], [1.04744, -4.46733, 0.31855], [0.42873, -5.70702, 0.40472], [-0.93720, -5.82703, 0.18435], [-1.68832, -4.70635, -0.13399], [-3.38517, -2.26565, -1.90518], [-3.22824, -3.31537, -2.80210], [-4.16896, -3.49957, -3.80593], [-5.24963, -2.63579, -3.91139], [-5.39749, -1.58049, -3.01980], [-4.46445, -1.39004, -2.01311], [-1.20015, -0.24473, 1.65469], [-2.22343, 0.48204, 3.78190], [-4.51489, -0.24531, 4.36457], [-5.78629, -1.69543, 2.82683], [-4.78538, -2.40944, 0.68597], [0.78407, -2.37124, -0.02529], [2.10789, -4.37237, 0.50994], [1.01045, -6.58455, 0.65430], [-1.41839, -6.79265, 0.26382], [-2.75630, -4.80080, -0.29648], [-2.37823, -3.98319, -2.72385], [-4.05670, -4.31694, -4.50562], [-5.98052, -2.78370, -4.69528], [-6.23893, -0.90673, -3.11023], [-4.57471, -0.56752, -1.31661]], "atomic_forces_ev_per_a": [[-0.3, 0.1, -0.4], [0.0, 0.0, 0.0], [0.0, 0.0, 0.0], [0.0, 0.0, 0.0], [0.0, 0.0, 0.0], [0.0, 0.0, 0.1], [0.0, 0.0, 0.0], [0.0, 0.0, 0.0], [0.0, 0.0, 0.0], [0.0, 0.0, 0.0], [0.0, 0.1, -0.1], [-0.2, 0.1, 0.0], [0.1, -0.1, 0.3], [0.1, -0.1, -0.1], [0.0, 0.0, 0.0], [-0.1, 0.0, 0.0], [0.1, 0.0, 0.1], [0.2, 0.0, 0.4], [-0.1, 0.1, -0.1], [0.0, -0.1, 0.0], [0.0, 0.0, 0.0], [0.0, 0.0, 0.0], [0.0, 0.0, 0.0], [0.0, 0.0, 0.0], [0.0, 0.0, 0.0], [0.0, 0.0, 0.0], [0.0, 0.0, 0.0], [0.0, 0.0, 0.0], [0.0, 0.0, 0.0], [0.0, 0.0, 0.0], [0.0, 0.0, 0.0], [0.0, 0.0, 0.0], [-0.1, 0.0, 0.1], [0.1, 0.0, -0.1], [0.0, 0.0, 0.0], [0.0, 0.0, 0.0], [0.0, 0.0, 0.1], [0.0, 0.0, -0.1], [0.0, 0.0, 0.0], [0.1, 0.0, -0.1], [0.0, 0.0, 0.0], [0.0, 0.1, 0.0], [0.1, -0.2, 0.0], [0.0, 0.1, 0.0], [0.0, 0.0, 0.0], [0.0, 0.0, 0.0], [0.0, 0.0, 0.0], [0.0, 0.0, 0.0], [0.0, 0.0, 0.0], [0.0, 0.0, 0.0], [0.0, 0.0, 0.0], [0.0, -0.5, -0.1], [0.1, 0.4, -0.1], [0.0, 0.0, 0.0], [0.0, 0.0, 0.0], [0.0, 0.0, 0.0], [0.0, 0.0, 0.0], [0.0, 0.0, 0.0], [0.0, 0.0, 0.0], [0.2, 0.1, 0.1], [-0.1, -0.2, 0.0], [0.0, 0.0, 0.0], [0.0, 0.0, 0.0], [0.0, 0.0, 0.0], [0.0, 0.0, 0.0], [-0.1, 0.1, 0.1], [0.0, 0.0, 0.0], [0.0, 0.0, 0.0], [0.0, 0.0, 0.0], [0.0, 0.0, 0.0], [0.0, -0.1, -0.1], [0.0, 0.0, 0.0], [0.0, 0.0, 0.0], [0.0, 0.0, 0.0], [0.0, 0.0, 0.0], [0.0, 0.0, 0.0], [0.0, 0.1, 0.0], [0.0, 0.0, 0.0], [0.0, 0.0, 0.0], [0.0, 0.0, 0.0], [0.0, 0.0, 0.0], [0.0, 0.0, 0.0], [0.0, 0.0, 0.0], [0.0, 0.0, 0.0], [0.0, 0.0, 0.0], [0.0, 0.0, 0.0]], "charge": 1, "de_lowest_kj_mol": 0.00, "e_tot_ha": -5153.53240, "lumo_ev": -2.1}

Question: Which formula does entry 2 have?
Answer: C42H33AsCaFN4O4